This record from the Open Molecules 2025 dataset describes a molecular structure, C34H38MnN4S2. The level of theory is ωB97M-V/def2-TZVPD.

## Properties
Relative energy (zero: lowest compared OMol25 entry of this formula, charge and spin) (kJ/mol): 0.0
E_LUMO (alpha / beta) (hartree): -0.0555 / -0.0160
Multiplicity: 2
⟨S²⟩: 1.089
E_HOMO (alpha / beta) (hartree): -0.3123 / -0.3115
Kohn-Sham gap (alpha / beta) (eV): 7.0 / 8.0
DFT total energy (hartree): -3484.80272

The geometry in XYZ format:
```
79
Properties=species:S:1:pos:R:3:forces:R:3
Mn -0.1495 0.4620 0.1048 -0.1 -0.3 -0.3
S -0.7245 2.4324 0.8145 -0.1 0.2 0.1
C 0.2188 2.6714 2.2696 0.0 0.0 0.0
C 0.2288 3.8974 2.9280 0.0 0.0 0.0
C 0.9826 4.0685 4.0781 0.0 0.1 0.0
C 0.9822 5.3451 4.7394 0.0 -0.1 0.0
N 0.9650 6.3654 5.2673 0.0 0.0 0.0
C 1.7348 2.9951 4.5855 0.0 0.0 0.0
C 1.7179 1.7731 3.9334 0.0 0.0 0.0
C 0.9650 1.6031 2.7741 0.0 0.0 -0.1
S 0.9469 0.0685 1.9314 0.2 0.0 0.1
C 2.5284 3.1519 5.7742 0.0 0.0 -0.1
N 3.1751 3.2680 6.7164 0.0 0.0 0.0
H -0.3503 4.7240 2.5372 0.0 0.0 0.0
H 2.2986 0.9479 4.3247 0.0 0.0 0.0
C -0.5818 -4.7242 -0.8340 0.0 0.0 0.0
C -0.2740 -3.6610 0.2218 0.0 -0.1 0.1
C 0.7361 -4.1726 1.2516 0.0 0.0 0.0
C -1.5449 -3.1752 0.8946 0.1 0.0 -0.1
C -2.2774 -4.0313 1.7059 0.0 0.0 0.0
C -3.4216 -3.5948 2.3504 0.0 0.0 0.0
C -3.8384 -2.2825 2.2059 0.0 0.0 0.0
C -3.1461 -1.3895 1.3958 0.1 0.1 0.0
C -3.5772 0.0680 1.3727 -0.1 -0.1 0.0
C -5.0352 0.2255 0.9366 0.0 0.0 0.0
C -3.3295 0.7071 2.7416 0.0 0.0 0.0
C -2.0144 -1.8682 0.7194 -0.2 0.0 0.1
N -1.2550 -1.0230 -0.1386 0.1 0.1 0.0
C -1.7163 -0.4569 -1.2482 -0.1 0.1 0.1
C -0.7778 0.2722 -2.0214 0.2 0.0 0.0
N 0.5076 0.2674 -1.6285 -0.2 0.0 0.0
C 1.5080 0.7214 -2.5341 0.1 0.0 -0.1
C 2.4143 1.7326 -2.1703 -0.1 0.0 0.1
C 3.2721 2.2283 -3.1445 0.1 0.0 -0.1
C 3.2730 1.7270 -4.4321 0.0 0.0 0.0
C 2.4508 0.6578 -4.7387 0.1 0.0 0.0
C 1.5765 0.1121 -3.8049 -0.1 -0.1 0.0
C 0.8795 -1.1857 -4.2294 0.0 0.0 0.0
C 0.8921 -2.2996 -3.1794 0.0 0.0 0.0
C -0.5142 -1.0202 -4.8559 0.1 0.0 0.0
C 2.5542 2.2656 -0.7587 0.1 0.0 0.0
C 3.8173 1.6921 -0.1102 0.0 0.0 0.0
C 2.5243 3.7909 -0.6831 0.0 0.0 0.0
H 0.3327 -5.0256 -1.3487 0.0 0.0 0.0
H -1.2853 -4.3472 -1.5793 0.0 0.0 0.0
H -1.0217 -5.6138 -0.3775 0.0 0.0 0.0
H 0.1829 -2.8107 -0.2825 0.0 0.0 0.0
H 0.3513 -5.0394 1.7928 0.0 0.0 0.0
H 0.9718 -3.3951 1.9803 0.0 0.0 0.0
H 1.6615 -4.4716 0.7558 0.0 0.0 0.0
H -1.9434 -5.0532 1.8389 0.0 0.0 0.0
H -3.9766 -4.2723 2.9865 0.0 0.0 0.0
H -4.7070 -1.9353 2.7515 0.0 0.0 0.0
H -2.9608 0.6151 0.6605 0.0 0.0 0.0
H -5.7158 -0.2508 1.6442 0.0 0.0 0.0
H -5.2080 -0.2248 -0.0432 0.0 0.0 0.0
H -5.3005 1.2827 0.8817 0.0 0.0 0.0
H -3.9418 0.2294 3.5099 0.0 0.0 0.0
H -3.5737 1.7701 2.7164 0.0 0.0 0.0
H -2.2811 0.6060 3.0300 0.0 0.0 0.0
H -2.7732 -0.4527 -1.5018 0.0 0.0 0.0
H -1.1007 0.8716 -2.8646 0.0 0.0 0.0
H 3.9601 3.0219 -2.8813 0.0 0.0 0.0
H 3.9417 2.1340 -5.1793 0.0 0.0 0.0
H 2.5067 0.2045 -5.7217 0.0 0.0 0.0
H 1.5154 -1.5456 -5.0414 0.0 0.0 0.0
H 0.1696 -2.1324 -2.3828 0.0 0.0 0.0
H 1.8796 -2.4006 -2.7259 0.0 0.0 0.0
H 0.6377 -3.2480 -3.6568 0.0 0.0 0.0
H -1.3021 -0.9627 -4.1044 0.0 0.0 0.0
H -0.7375 -1.8842 -5.4844 0.0 0.0 0.0
H -0.5642 -0.1279 -5.4818 0.0 0.0 0.0
H 1.7149 1.9172 -0.1669 0.0 0.0 0.0
H 4.7118 2.0054 -0.6531 0.0 0.0 0.0
H 3.7870 0.6014 -0.0979 0.0 0.0 0.0
H 3.9013 2.0404 0.9214 0.0 0.0 0.0
H 3.3997 4.2422 -1.1543 0.0 0.0 0.0
H 2.5153 4.1066 0.3622 0.0 0.0 0.0
H 1.6301 4.1884 -1.1652 0.0 0.0 0.0
```
Positions in Å, forces in eV/Å.